Entry 1:
A cluster of 2 separate species, CH6O2 in total. Source: the Open Molecules 2025 dataset; level of theory: wB97M-V/def2-TZVPD.

ΔE to the lowest compared entry with this formula, charge and spin: 5.8 kcal per mole
LUMO level: 0.81 eV
SMILES: CO.O
Net charge: 0
E: -192.1489 Ha
Max |F|: 0.0237 Eh/bohr

Structure (XYZ):
```
9
Properties=species:S:1:pos:R:3:forces:R:3:mulliken_charge:R:1
H 0.15935 0.53563 -0.95096 -0.1 -0.3 0.4 0.20
O -0.33485 -1.37137 -0.33402 -0.6 0.5 0.7 -0.52
H -0.74888 0.55135 0.59312 0.0 -0.5 -0.3 0.25
H 0.95058 -0.01433 0.55928 -0.3 0.2 -0.2 0.25
H -4.49924 1.27521 -1.34269 0.2 -0.8 0.7 0.32
H -3.88386 -0.15065 -1.22928 -0.4 0.8 0.5 0.33
C 0.00000 0.00000 0.00000 0.5 -0.5 0.0 -0.49
O -4.32008 0.55355 -0.69819 0.3 0.0 -1.2 -0.65
H -0.74785 -1.82049 0.43287 0.5 0.6 -0.6 0.30
```
Forces are in eV/Å.

Entry 2:
A structure of composition CH3I2PS2. Source: the Open Molecules 2025 dataset; level of theory: wB97M-V/def2-TZVPD.

ΔE to the lowest compared entry with this formula, charge and spin: 61.1 kcal per mole
LUMO level (alpha / beta): -1.47 / -2.52 eV
Net charge: 0
E: -1772.9672 Ha
Max |F|: 0.0419 Eh/bohr

Structure (XYZ):
```
9
Properties=species:S:1:pos:R:3:forces:R:3:mulliken_charge:R:1
H 0.33455 1.37450 0.35976 0.8 0.6 0.5 0.30
I -0.35691 -3.34176 1.41686 0.1 0.1 0.1 -0.02
I -2.91283 -0.51694 0.20866 0.1 0.6 -1.0 0.24
C 1.21971 1.11616 -0.22699 0.4 -2.1 0.1 -0.82
S 1.10159 -0.79032 -0.24976 -0.4 0.6 -0.7 0.00
H 2.26687 1.11491 0.15407 -1.2 1.4 0.0 0.32
P 0.05337 -0.94660 1.50174 -0.3 -0.3 0.0 -0.02
H 1.07287 1.54538 -1.21776 0.3 -0.4 0.0 0.30
S -2.77924 0.44468 -1.94658 0.1 -0.5 1.1 -0.30
```
Forces are in eV/Å.

Entry 3:
A structure of composition C8H11CdIN5OS. Source: the Open Molecules 2025 dataset; level of theory: wB97M-V/def2-TZVPD.

ΔE to the lowest compared entry with this formula, charge and spin: 0.0 kcal per mole
LUMO level: 2.97 eV
Net charge: -1
E: -1524.2344 Ha
Max |F|: 0.0029 Eh/bohr

Structure (XYZ):
```
28
Properties=species:S:1:pos:R:3:forces:R:3:mulliken_charge:R:1
H -4.33133 -0.22170 -0.99124 0.0 0.0 0.0 0.35
Cd 0.19683 -0.19726 0.19167 0.1 0.1 0.0 0.93
H -0.51140 3.79964 -0.92750 0.0 0.0 0.0 0.30
C -4.38219 3.17236 -1.13997 0.1 0.0 0.0 -0.69
C -2.57151 0.97971 -0.82670 -0.1 0.0 0.0 0.46
H -5.06356 4.00489 -1.25405 0.0 0.0 0.0 0.37
H -0.69836 -2.70402 0.65233 0.0 0.0 0.0 0.27
C -4.84446 1.85247 -1.13878 0.0 0.0 0.0 -0.30
C 2.54088 1.82264 -0.57373 0.0 -0.1 0.0 0.51
N -0.03458 -2.58776 -0.10774 0.0 0.0 0.0 -0.41
H 4.53276 1.89675 -0.26641 0.0 0.0 0.0 0.22
N 1.19663 -3.27881 0.13023 0.0 0.0 0.0 -0.54
S 2.61029 0.07920 -0.66386 -0.1 0.0 0.0 -0.61
N 1.51866 2.61811 -0.51338 0.0 0.0 0.0 -0.90
H -0.43985 -2.90996 -0.97583 0.0 0.0 0.0 0.25
H -2.63849 4.39324 -1.00694 0.0 0.0 0.0 0.27
C -3.02792 3.37990 -0.99725 0.0 0.0 0.0 -0.53
H -5.90439 1.65097 -1.25377 0.0 0.0 0.0 0.33
H 1.04349 -4.03424 0.78879 0.0 0.0 0.0 0.23
N 0.29052 1.98763 -0.50993 -0.1 0.0 0.0 0.50
H 3.74345 3.40676 -0.31412 0.0 0.0 0.0 0.26
H 1.82328 -2.62215 0.58566 0.0 0.0 0.0 0.20
C -2.10596 2.33297 -0.83730 0.0 0.1 0.0 0.23
C -0.71481 2.74060 -0.75063 0.1 0.0 0.0 -0.18
C -3.97448 0.80114 -0.99405 0.0 0.0 0.0 -0.47
I 0.10225 -0.73835 2.93896 0.0 0.0 0.1 -0.68
N 3.77506 2.44875 -0.63160 0.0 0.1 0.0 -0.49
O -1.82710 -0.06317 -0.69995 0.1 0.0 0.0 -0.87
```
Forces are in eV/Å.

Entry 4:
A cluster of 2 separate species, C15H34N4OSSi in total. Source: the Open Molecules 2025 dataset; level of theory: wB97M-V/def2-TZVPD.

LUMO level: 0.51 eV
SMILES: CCCN[Si@@H](CC)CCSc1nnco1.CCN(CC)CC
Net charge: 0
E: -1573.8547 Ha
Max |F|: 0.0114 Eh/bohr

Structure (XYZ):
```
56
Properties=species:S:1:pos:R:3:forces:R:3:mulliken_charge:R:1
N -1.52471 -1.10034 -0.60196 0.3 0.3 0.1 -0.52
C -0.44849 -2.57126 5.03179 0.0 0.0 0.0 -0.93
Si -0.31662 2.60573 -4.10372 -0.2 0.0 0.0 -0.10
C 2.26014 2.53826 -2.99412 0.0 -0.1 0.1 -1.45
H -0.79809 -3.60394 5.06618 0.0 0.0 0.0 0.27
H -1.59390 -1.06975 -4.24583 0.0 0.0 0.0 0.53
C -1.60571 -0.08388 -1.38959 0.0 -0.2 -0.2 0.21
H -2.50151 3.08804 -4.66953 -0.2 -0.1 0.2 0.28
H -1.57372 5.43429 -0.83320 0.0 0.0 0.0 0.32
H 0.85637 0.83134 0.31319 0.0 0.0 0.0 0.48
H 0.58767 -4.49806 2.30161 0.0 0.0 0.0 0.30
H 2.80131 -5.68490 3.10497 0.0 0.0 0.0 0.29
C 2.04082 -3.04571 3.04294 0.0 0.1 0.0 -0.78
H -0.95863 -2.02453 5.82738 0.0 0.0 0.0 0.39
H 0.24594 3.01986 -5.42728 0.0 0.0 0.0 -0.22
H 1.75817 -4.84943 5.86447 0.0 0.0 0.0 0.46
C -2.40339 4.72356 -0.86595 0.0 0.0 0.0 -0.96
C -2.09459 4.63871 -3.39578 0.1 -0.1 0.0 -0.59
C 0.89752 -3.46819 2.11388 0.0 0.0 0.0 -0.72
C -3.08541 4.74014 -2.23092 0.0 -0.1 0.0 -0.38
H 2.18574 -1.96391 2.97295 0.0 0.0 0.0 0.33
H 0.50242 3.03847 -1.81068 0.0 0.0 -0.1 0.21
H -3.75283 3.87802 -2.30335 -0.1 0.1 0.0 0.23
H -2.00872 3.73057 -0.63803 0.1 0.0 0.0 0.06
H -2.37304 0.34548 -4.92614 0.0 0.0 0.1 0.40
C 2.83454 -5.65216 4.19431 0.0 0.0 0.0 -1.43
C 0.89230 3.21400 -2.81776 0.1 0.1 0.0 -0.19
C 0.01566 0.29788 -0.09913 0.2 -0.2 0.1 -0.21
H 2.59091 2.53158 -4.03551 0.0 0.1 0.0 0.32
H -1.12534 5.02416 -3.06609 -0.1 0.1 0.0 0.15
C 1.74050 -4.76887 4.77370 0.0 0.0 0.0 -0.35
C 1.06852 -2.48025 5.23711 0.0 0.1 0.0 -0.71
H 0.08235 0.43647 -5.09677 0.0 -0.1 0.1 0.54
H -3.09521 4.99362 -0.06644 0.0 -0.1 0.0 0.38
H 0.26541 0.29655 -3.36821 0.0 0.1 -0.1 0.40
C -0.38198 0.71561 -4.14378 0.1 0.0 -0.1 -0.85
C -1.72889 0.00401 -4.11194 -0.1 -0.2 -0.2 -0.84
H 3.81884 -5.29195 4.49687 0.0 0.0 0.0 0.33
H 1.22585 -3.40772 1.07491 0.0 0.0 0.0 0.35
H -0.76147 -2.13987 4.08204 0.0 0.0 0.0 0.19
N 1.92107 -3.36212 4.45917 0.0 -0.1 0.0 0.12
H 0.76249 -5.16311 4.45373 0.0 0.0 0.0 0.26
H -3.69930 5.63770 -2.33539 0.1 0.0 0.0 0.35
H 2.71333 -6.67426 4.55544 0.0 0.0 0.0 0.43
H 3.03292 3.04040 -2.41068 0.0 0.0 0.0 0.39
H 0.02668 -2.82382 2.20236 0.0 0.0 0.0 0.11
H 2.22749 1.49759 -2.66418 0.0 0.0 0.0 0.32
N -1.90834 3.25772 -3.86616 0.4 0.2 -0.3 0.10
H 2.97031 -3.48926 2.67806 0.0 0.0 0.0 0.34
O -0.63614 0.85603 -1.14023 -0.3 -0.3 0.4 -0.07
H -2.40982 5.28027 -4.22375 0.0 0.0 0.0 0.36
S -2.78339 0.19894 -2.63868 0.1 0.1 0.2 -0.12
H 1.28886 -2.67437 6.29164 0.0 0.0 0.0 0.41
N -0.44844 -0.84523 0.26204 -0.2 0.4 -0.3 -0.03
H 1.39418 -1.45445 5.04199 0.0 0.0 0.0 0.34
H 1.00936 4.29629 -2.92194 0.0 0.0 0.0 0.48
```
Forces are in eV/Å.

Entry 5:
A cluster of 5 separate species, C5H21NO4 in total. Source: the Open Molecules 2025 dataset; level of theory: wB97M-V/def2-TZVPD.

ΔE to the lowest compared entry with this formula, charge and spin: 103.1 kcal per mole
LUMO level: 0.43 eV
SMILES: CCN(C)CC.O.O.O.O
Net charge: 0
E: -558.6626 Ha
Max |F|: 0.1503 Eh/bohr

Structure (XYZ):
```
31
Properties=species:S:1:pos:R:3:forces:R:3:mulliken_charge:R:1
O -0.84989 -1.30224 3.21068 -1.3 -2.5 -3.3 -0.60
H 1.69505 2.28077 -2.58551 -0.3 0.5 -0.5 0.38
C 1.16836 1.80422 -1.77292 1.1 1.9 2.0 -1.00
C 0.05514 0.89215 -2.20210 -0.9 -1.2 -1.1 -0.58
H -1.73236 -1.26221 -2.34851 0.2 0.3 0.8 0.28
H 0.44747 3.78609 1.31248 -0.5 0.1 0.3 0.31
H -0.23178 -0.84617 3.67636 2.7 2.0 2.9 0.32
H -0.90839 1.47938 -2.08334 1.0 -1.0 0.1 0.39
H -2.44510 -1.87764 0.20123 -3.3 0.8 2.0 0.52
C -1.38683 -0.83790 -1.35840 0.0 -1.1 -0.6 -0.35
H -0.75869 -1.57283 0.37754 3.2 0.6 3.4 0.24
O -2.42735 0.44796 2.82723 -0.6 4.3 0.7 -0.61
O 1.88300 -0.92078 2.65647 5.8 4.1 3.0 -0.63
H 1.49220 3.43405 0.27227 0.1 0.4 1.9 0.46
C 1.12699 -1.34060 -1.83087 -0.3 1.6 3.4 -1.28
H 0.83596 -2.30364 -2.11718 -1.0 -1.6 0.1 0.45
H 0.04209 0.61881 -3.32851 0.5 0.6 1.4 0.32
H -0.61798 -0.91216 2.33759 -0.4 -0.8 0.6 0.22
H 1.55692 -1.73566 2.58360 -2.5 -5.3 -0.7 0.31
H -1.50796 -2.92417 -0.51753 1.0 1.6 0.3 0.26
H -2.11062 -0.04919 -1.08610 0.9 0.4 -0.5 0.40
H 2.74741 -1.14591 3.26915 -3.2 1.2 -2.4 0.31
H 1.67346 -1.01223 -2.64211 0.9 1.3 -2.0 0.48
N 0.02336 -0.37979 -1.42569 -0.7 1.1 -0.6 0.15
H -2.08157 1.35209 2.51896 -0.8 -2.4 0.3 0.31
H -2.25779 -0.22474 2.20385 0.3 -0.6 -1.1 0.34
H 2.03463 1.46023 -1.15089 -1.0 -0.9 -0.5 0.42
C -1.52516 -1.80984 -0.19422 -0.5 -3.7 -5.4 -1.32
H 0.75496 2.61454 -1.05102 0.4 -1.1 -1.6 -0.07
H 1.91211 -1.38388 -0.99742 -1.3 -0.2 -0.9 0.22
O 1.39234 3.67127 1.24490 0.5 -0.5 -2.0 -0.64
```
Forces are in eV/Å.

Entry 6:
A cluster of 4 separate species, C6H21NO5 in total. Source: the Open Molecules 2025 dataset; level of theory: wB97M-V/def2-TZVPD.

ΔE to the lowest compared entry with this formula, charge and spin: 43.6 kcal per mole
LUMO level (alpha / beta): 2.69 / 2.67 eV
Net charge: -1
Spin multiplicity: 2
E: -672.0488 Ha
Max |F|: 0.0779 Eh/bohr

Structure (XYZ):
```
33
Properties=species:S:1:pos:R:3:forces:R:3:mulliken_charge:R:1
H -2.85845 -4.37149 0.63282 0.5 -0.9 0.3 0.16
O -1.32965 0.59463 0.66107 1.0 -0.5 -1.0 0.05
H 0.09758 -0.03934 -1.65831 1.3 -0.3 -0.2 0.33
C -1.35592 0.99661 -0.69414 0.0 1.8 -0.1 -0.93
O -3.20233 -3.39910 -2.21161 0.1 0.0 -1.5 -1.18
O -3.42315 -3.64644 0.36516 0.2 0.8 -0.3 0.33
C 0.04549 1.01549 -1.38866 -1.3 -0.8 1.4 -0.75
H 2.44397 2.19669 -1.89391 0.2 -0.2 -0.2 0.40
C 3.46842 1.64882 -0.05798 -0.5 1.8 -1.5 -0.69
H 3.88002 1.82470 2.47065 -0.3 0.2 -0.5 0.33
H 0.01914 1.56999 -2.32671 -0.2 0.2 0.2 0.38
C -2.47468 0.89539 1.38153 -0.4 0.1 1.3 -1.75
H -1.70493 2.02867 -0.72803 -0.4 0.3 0.1 0.67
O 3.47766 0.54088 0.73891 1.7 0.4 3.6 -0.30
H 3.22318 2.57662 0.45888 -0.6 0.1 0.6 0.35
C 4.26780 0.94774 1.95232 -0.9 -1.6 -0.5 -0.79
H -1.19498 -1.46075 -0.29224 0.0 0.1 0.1 -0.05
H 4.20437 0.14898 2.69128 -0.1 -0.3 -0.3 0.27
O -1.05253 -2.33217 0.07732 1.0 0.0 -0.1 -0.81
H -3.36168 -2.47257 -2.39154 0.0 0.2 0.0 0.39
H 5.32167 1.09757 1.71778 0.0 0.1 -0.3 0.31
H -3.37565 0.29666 1.24781 0.1 -0.4 -0.9 0.66
H -2.09054 0.40470 -1.24010 0.1 -0.2 -0.3 0.36
H 2.60069 0.42627 -1.50163 -0.2 -0.1 -0.5 0.36
H -4.23490 -3.78133 0.85414 -1.0 -0.1 0.7 -0.08
N 1.08260 1.53931 -0.46043 -0.5 -0.8 -1.7 -0.37
H -2.23063 0.68302 2.42241 0.1 0.3 0.1 0.23
H -3.47279 -3.51670 -1.30098 -0.1 -0.1 0.9 0.16
C 2.40775 1.42919 -1.12078 -0.2 0.2 1.1 -0.65
H -2.76344 1.93996 1.26496 0.0 0.3 0.0 0.31
H -1.90054 -2.57748 0.44734 -0.6 -0.1 0.1 0.49
H 1.02498 0.87702 0.29994 0.4 0.0 0.5 0.27
H 4.46161 1.91831 -0.41720 0.4 -0.5 -0.7 0.53
```
Forces are in eV/Å.

Entry 7:
The molecule C3H7N3. Source: the Open Molecules 2025 dataset; level of theory: wB97M-V/def2-TZVPD.

ΔE to the lowest compared entry with this formula, charge and spin: 29.3 kcal per mole
LUMO level: 0.85 eV
SMILES: CN[C@@H](N)C#N
Net charge: 0
E: -282.7276 Ha
Max |F|: 0.0776 Eh/bohr

Structure (XYZ):
```
13
Properties=species:S:1:pos:R:3:forces:R:3:mulliken_charge:R:1
H 0.35182 -1.01653 2.15876 -0.3 0.4 -0.4 0.26
H 1.10124 0.77920 -0.06904 -0.7 -1.1 0.1 0.30
H 0.64507 -0.51243 -2.57785 1.0 -0.2 0.6 0.28
C 0.26393 -0.04199 1.65273 -1.2 0.6 -1.5 -0.85
C -1.10375 -1.52595 -0.56150 -2.1 -3.3 0.6 0.22
H 0.96224 0.65380 2.07524 0.7 0.1 0.3 0.38
N 0.60301 -0.11020 0.15463 0.9 1.2 1.0 -0.50
H -1.21375 0.47733 -0.67860 -1.6 1.0 0.7 0.24
H -0.73325 0.48246 1.85814 0.9 -1.1 -0.4 0.27
N -0.07667 0.08721 -2.20706 -0.4 -1.2 0.6 -0.68
H -0.83504 -0.32280 -2.73941 -0.6 0.6 -0.4 0.26
C -0.48347 -0.26513 -0.79914 2.1 1.3 -0.6 0.26
N -1.72179 -2.47503 -0.28212 1.3 1.7 -0.6 -0.44
```
Forces are in eV/Å.

Entry 8:
A cluster of 2 separate species, H9N3Si2 in total. Source: the Open Molecules 2025 dataset; level of theory: wB97M-V/def2-TZVPD.

ΔE to the lowest compared entry with this formula, charge and spin: 57.5 kcal per mole
LUMO level: 0.22 eV
Net charge: 0
E: -748.6337 Ha
Max |F|: 0.1159 Eh/bohr

Structure (XYZ):
```
14
Properties=species:S:1:pos:R:3:forces:R:3:mulliken_charge:R:1
H -2.82121 -0.58490 -1.86003 -1.8 -0.9 -3.1 0.22
H -4.36287 -0.69070 0.20978 1.1 0.4 0.0 -0.09
H 0.78061 1.05082 -1.28965 -0.1 0.7 0.2 -0.12
H -1.30332 -0.03251 -1.33667 -2.0 -0.9 0.1 0.18
N -2.28429 -0.38571 -1.11108 3.9 1.7 1.9 -0.26
N 0.50706 0.25126 1.41523 -4.5 -1.2 -3.8 -0.35
Si 1.20825 0.20654 -0.16935 0.9 -2.1 1.2 0.23
H 0.94377 -1.20176 -0.82171 0.1 1.0 0.6 -0.09
Si -2.86292 -0.13036 0.44004 -1.4 -0.4 0.9 0.05
H 3.51339 0.86063 -0.30231 2.1 1.7 -2.3 0.21
N 2.87414 0.44067 0.25275 -1.9 -1.3 1.4 -0.41
H -0.54635 0.01289 1.51257 2.6 0.6 0.2 0.03
H 3.37932 -0.21055 0.83460 -0.4 -0.2 0.1 0.22
H 0.97442 0.41366 2.22585 1.5 0.7 2.5 0.20
```
Forces are in eV/Å.